The following is a DFT calculation (ωB97M-V with the def2-TZVPD basis set) of a 2-piece molecular cluster, C5H11O3 overall in a non-equilibrium geometry.

Gap between HOMO and LUMO in eV: 8.46
Energy in eV: -11507.0938
Highest occupied orbital energy in eV: -4.53
Energy above the lowest of the compared OMol25 structures with the same formula, charge and spin in kJ/mol: 93.94
E_LUMO in eV: 3.9
Charge: -1

Element x y z (Å)
O: 0.1019 1.1006 -0.6893
O: -0.8227 -2.5078 2.3102
O: -0.6712 -0.5510 1.2275
C: 1.6057 -1.8275 -0.3672
C: -0.2349 -1.6848 1.6030
C: -1.2972 3.0392 -0.4186
C: -1.0808 1.7168 -1.1439
C: 1.1766 -2.0738 1.0623
H: 1.0746 -3.1320 1.1986
H: -1.7995 3.7592 -1.0749
H: -0.3269 3.5269 -0.3123
H: -1.0413 1.8167 -2.2384
H: 2.5785 -1.3613 -0.5087
H: 1.6475 -2.7694 -0.9135
H: -1.7797 2.8028 0.5236
H: 1.9237 -1.8331 1.8213
H: -1.8667 0.9699 -0.9972
H: 0.9050 -1.3303 -1.0025
H: -0.0926 0.3390 -0.0801

natural (NBO) population analysis, charges in e, atoms 1 to 2: atom 1 (O): -0.795, atom 2 (O): -0.752